No. 1
{
  "formula": "C8H24F2InO4S4",
  "method": "ωB97M-V with the def2-TZVPD basis set",
  "symbols": ["In", "F", "F", "C", "S", "O", "C", "H", "H", "H", "H", "H", "H", "C", "S", "O", "C", "H", "H", "H", "H", "H", "H", "C", "S", "O", "C", "H", "H", "H", "H", "H", "H", "C", "S", "O", "C", "H", "H", "H", "H", "H", "H"],
  "positions_angstrom": [[-8.7272, -16.3019, -15.4744], [-7.0651, -14.1595, -15.2475], [-8.9063, -18.1250, -17.5834], [-13.5448, -18.5493, -15.0703], [-12.1247, -18.3951, -16.1832], [-11.0201, -17.8211, -15.3277], [-11.7387, -20.1597, -16.2291], [-13.3119, -19.0341, -14.1277], [-14.2855, -19.0837, -15.6702], [-13.9819, -17.5603, -14.9360], [-10.7603, -20.2068, -16.7096], [-12.5666, -20.6628, -16.7238], [-11.5466, -20.6132, -15.2558], [-5.5564, -16.2077, -11.0919], [-6.4323, -17.2448, -12.2961], [-7.1994, -16.3871, -13.2659], [-5.0305, -18.0086, -13.1385], [-6.3481, -15.7099, -10.5365], [-4.9164, -15.5069, -11.6261], [-4.9679, -16.8289, -10.4203], [-4.4543, -17.2955, -13.7257], [-5.4565, -18.8222, -13.7235], [-4.3644, -18.4826, -12.4169], [-7.1731, -16.4927, -19.7297], [-7.6901, -14.8563, -19.2390], [-8.2165, -14.9581, -17.8371], [-6.0541, -14.0964, -19.0176], [-6.6595, -17.0565, -18.9522], [-6.5072, -16.4852, -20.5950], [-8.0650, -17.0410, -20.0289], [-6.1028, -13.0958, -18.5853], [-5.4968, -14.0094, -19.9483], [-5.5397, -14.6327, -18.2181], [-13.4383, -15.2932, -17.2703], [-11.9572, -14.2916, -17.4919], [-10.8077, -15.0093, -16.8604], [-11.8606, -14.4379, -19.2909], [-13.2288, -16.2698, -17.7182], [-14.2041, -14.8501, -17.9029], [-13.5692, -15.4601, -16.2060], [-11.8155, -15.5189, -19.4383], [-11.0168, -13.9153, -19.7313], [-12.7715, -14.0486, -19.7454]],
  "forces_ev_per_angstrom": [[0.71, 1.10, -3.01], [-1.79, -2.27, -0.06], [0.30, 1.43, 2.02], [-0.34, 0.55, -0.91], [0.37, -0.83, 0.91], [1.01, 0.91, 0.72], [0.52, 0.24, 0.01], [0.15, -0.04, -0.08], [0.02, -0.32, 0.24], [0.24, 0.06, 0.27], [-0.32, -0.11, -0.66], [0.29, -0.15, -0.31], [-0.48, 0.48, 0.32], [-0.37, 0.38, -0.85], [0.28, -1.76, 1.18], [-0.41, 0.68, -1.29], [-0.08, 0.08, 0.03], [0.14, 0.18, 0.02], [-0.07, 0.15, 0.12], [-0.13, -0.27, -0.15], [-0.20, 0.03, -0.15], [0.06, 0.20, -0.31], [-0.18, 0.17, 0.28], [0.16, -0.69, -0.60], [1.04, 0.23, 0.65], [-0.54, -0.39, 0.54], [0.17, 0.24, 0.44], [-0.21, 0.32, 0.37], [-0.07, 0.47, -0.06], [-0.08, 0.03, 0.25], [-0.77, 0.08, -0.26], [0.00, -0.38, -0.03], [0.10, -0.50, -0.37], [1.11, -0.83, -1.06], [-0.06, 1.34, 0.44], [0.23, -0.73, 0.25], [-0.23, -0.89, 0.25], [0.07, -0.02, 0.03], [-0.45, 0.23, 0.73], [-0.54, 0.55, 0.00], [0.24, 0.06, -0.48], [0.20, -0.04, 0.38], [-0.09, 0.05, 0.22]],
  "mulliken_charge": [1.740, -0.541, -0.610, -0.984, 0.607, -0.550, -1.064, 0.360, 0.408, 0.280, 0.305, 0.392, 0.351, -0.948, 0.490, -0.584, -0.935, 0.330, 0.330, 0.390, 0.324, 0.322, 0.389, -0.872, 0.440, -0.358, -0.999, 0.277, 0.425, 0.275, 0.344, 0.393, 0.284, -0.788, 0.332, -0.483, -0.948, 0.201, 0.465, 0.211, 0.283, 0.303, 0.414],
  "relative_energy_kcal_mol": 0.0,
  "total_charge": 1,
  "spin_multiplicity": 1,
  "orbital_gap_ev": 4.63,
  "energy_ha": -2602.26183,
  "molar_mass_g_mol": 465.36,
  "largest_force_ha_per_bohr": 0.0638,
  "lumo_energy_ha": -0.2606
}

No. 2
{
  "formula": "C5H8N2",
  "method": "ωB97M-V with the def2-TZVPD basis set",
  "symbols": ["C", "C", "C", "N", "C", "N", "C", "H", "H", "H", "H", "H", "H", "H", "H"],
  "positions_angstrom": [[1.9542, -1.8048, 0.8327], [0.8739, -0.8284, 0.4081], [0.3133, -0.9395, -0.7933], [-0.6468, 0.0724, -1.1308], [-0.9423, 1.0201, -0.2085], [-1.8933, 2.0884, -0.3418], [-0.5515, 1.3513, 0.9757], [2.9034, -1.2853, 1.0107], [1.7003, -2.3129, 1.7703], [2.1704, -2.6024, 0.0896], [0.4977, -1.6687, -1.6076], [-1.2851, -0.0114, -1.9043], [-2.8555, 1.9414, -0.0971], [-1.6394, 2.9402, -0.8090], [-0.5990, 2.0396, 1.8054]],
  "forces_ev_per_angstrom": [[0.00, 0.20, 0.26], [-0.09, 0.09, -0.17], [-0.37, 0.76, 0.39], [-0.35, 0.44, 0.11], [-1.00, 1.07, -0.35], [-0.66, -0.08, -1.24], [2.62, -2.76, 0.80], [-0.15, -0.01, 0.02], [-0.02, 0.14, -0.09], [-0.31, 0.43, 0.11], [-0.05, 0.42, 0.64], [0.12, -0.08, 0.02], [0.00, -0.03, -0.16], [-0.06, -0.11, -0.15], [0.30, -0.49, -0.19]],
  "mulliken_charge": [-1.015, -0.220, -0.274, -0.121, 0.565, -0.394, -0.607, 0.230, 0.246, 0.318, 0.283, 0.244, 0.218, 0.214, 0.313],
  "relative_energy_kcal_mol": 148.1,
  "spin_multiplicity": 1,
  "orbital_gap_ev": [7.51, 7.48],
  "energy_ha": -304.59940,
  "molar_mass_g_mol": 96.13,
  "largest_force_ha_per_bohr": 0.0756,
  "lumo_energy_ha": [0.0095, 0.0090]
}

No. 3
{
  "formula": "C17H22Cl3N2O6PS2SnTe",
  "method": "ωB97M-V with the def2-TZVPD basis set",
  "symbols": ["Sn", "C", "C", "C", "O", "H", "H", "H", "H", "H", "H", "H", "S", "C", "N", "S", "C", "N", "C", "C", "C", "C", "C", "C", "H", "H", "H", "H", "H", "Cl", "C", "Cl", "Cl", "C", "O", "O", "C", "C", "O", "P", "O", "Te", "O", "C", "C", "H", "H", "H", "H", "H", "H", "H", "H", "H", "H"],
  "positions_angstrom": [[0.3636, 0.0532, 1.1640], [0.9590, 0.6987, 4.4320], [-0.4770, 0.8183, 3.9482], [-1.3058, -0.3910, 4.3532], [-0.5678, 1.0820, 2.5417], [0.9925, 0.5679, 5.5125], [1.5340, 1.5861, 4.1611], [1.4387, -0.1637, 3.9612], [-0.9217, 1.7009, 4.4229], [-0.8879, -1.2905, 3.8972], [-2.3353, -0.2759, 4.0083], [-1.3049, -0.5139, 5.4355], [4.5489, 1.1801, -0.1340], [3.2634, 0.8841, 0.7332], [2.3208, 0.6855, 1.4475], [0.4509, 4.7522, 0.2633], [0.6862, 3.1745, 0.8729], [0.2772, 2.2090, 0.1076], [-0.2746, 2.6917, -1.0756], [-0.7884, 1.9140, -2.1115], [-1.2972, 2.5582, -3.2159], [-1.3045, 3.9583, -3.2987], [-0.7918, 4.7347, -2.2821], [-0.2696, 4.0824, -1.1669], [1.1374, 3.0034, 1.8389], [-0.7781, 0.8369, -2.0301], [-1.6989, 1.9759, -4.0342], [-1.7146, 4.4394, -4.1761], [-0.7994, 5.8142, -2.3447], [-2.7995, -3.5958, -0.9124], [-2.0329, -2.0313, -0.7429], [-2.8380, -0.8572, -1.8115], [-2.2082, -1.4746, 0.9371], [-0.5131, -2.0613, -1.1728], [-0.1753, -2.9558, -1.8807], [0.1898, -1.0420, -0.7711], [-1.1666, -4.8988, 2.2185], [-0.1491, -5.1921, 1.1408], [0.6092, -4.0290, 0.7487], [1.4675, -3.0969, 1.6978], [0.6486, -1.9704, 2.3411], [2.5705, -4.3811, 3.3959], [2.5117, -2.4627, 0.6926], [3.4048, -3.3124, -0.0628], [4.6096, -2.5052, -0.4705], [-1.7272, -5.8090, 2.4368], [-1.8650, -4.1289, 1.8908], [-0.6854, -4.5600, 3.1362], [-0.6329, -5.5102, 0.2186], [0.5504, -5.9678, 1.4546], [2.8570, -3.6950, -0.9245], [3.7004, -4.1566, 0.5646], [4.3097, -1.6415, -1.0644], [5.2718, -3.1299, -1.0710], [5.1530, -2.1497, 0.4046]],
  "forces_ev_per_angstrom": [[1.06, -1.67, -0.18], [0.04, -0.01, -0.46], [-0.08, -0.25, 0.73], [-0.02, -0.03, -0.41], [-0.01, -0.20, -0.41], [-0.02, -0.01, 0.01], [0.01, 0.02, 0.08], [0.04, -0.05, 0.17], [-0.04, 0.09, -0.25], [0.00, -0.04, 0.14], [-0.03, 0.04, 0.08], [0.00, 0.01, 0.01], [-0.23, 0.08, 0.14], [-0.06, -0.20, 0.06], [-0.41, -0.40, -0.42], [0.03, -0.12, -0.02], [-0.05, 0.13, -0.03], [-0.29, -0.80, 0.18], [-0.02, -0.16, -0.10], [0.04, -0.02, 0.02], [-0.03, 0.03, -0.01], [0.02, -0.01, 0.00], [-0.01, 0.02, 0.01], [0.01, 0.05, 0.08], [-0.02, -0.02, -0.01], [0.06, 0.04, -0.06], [0.00, -0.01, 0.00], [0.00, -0.01, -0.01], [0.02, 0.00, -0.01], [0.08, 0.04, 0.04], [0.05, 0.09, -0.16], [-0.07, -0.04, 0.00], [-0.06, 0.24, 0.22], [-0.90, -0.17, 0.61], [0.50, 0.05, -0.41], [0.55, 1.43, 1.40], [-0.03, 0.10, -0.01], [0.00, -0.05, 0.06], [-0.42, 0.47, -0.40], [1.53, -2.06, 1.78], [-0.45, 2.51, -1.81], [-0.36, 0.36, -0.43], [-0.42, 0.59, -0.20], [0.07, -0.20, -0.10], [-0.11, 0.09, -0.04], [-0.01, 0.01, 0.01], [-0.04, -0.05, 0.00], [0.04, -0.07, 0.00], [0.01, 0.00, -0.01], [0.08, 0.09, 0.08], [-0.05, 0.07, -0.01], [-0.07, 0.03, 0.08], [0.04, -0.03, -0.02], [0.02, 0.00, 0.01], [0.00, -0.02, 0.00]],
  "mulliken_charge": [2.014, -1.140, 0.584, -1.170, -0.618, 0.510, 0.247, 0.131, 0.396, 0.098, 0.274, 0.481, -0.369, 0.562, -0.684, -0.226, -0.152, 0.213, -0.858, -0.128, -0.823, -0.466, -0.505, 0.987, 0.334, 0.432, 0.450, 0.385, 0.394, -0.065, 0.649, -0.120, -0.028, 0.400, -0.546, -0.807, -0.820, -0.469, 0.038, -1.358, 0.317, -0.345, 0.237, -0.205, -1.235, 0.420, 0.138, 0.245, 0.338, 0.367, 0.228, 0.342, 0.201, 0.428, 0.298],
  "relative_energy_kcal_mol": 0.0,
  "spin_multiplicity": 1,
  "orbital_gap_ev": 4.67,
  "energy_ha": -4222.68791,
  "molar_mass_g_mol": 798.15,
  "largest_force_ha_per_bohr": 0.0608,
  "lumo_energy_ha": -0.0786
}